Formula: CH27O13
Source: the OMol25 dataset
Level of theory: ωB97M-V/def2-TZVPD

Positions of all 41 atoms, in Å:
1 C -0.36675 0.27435 -0.01742
2 O 0.63643 -0.61625 -0.38002
3 H -0.11225 0.79250 0.90717
4 H -0.46790 0.99318 -0.83052
5 H -1.28644 -0.28919 0.13972
6 O -2.00508 2.07570 -1.28334
7 H -1.38050 2.28858 -0.58993
8 H -1.77033 2.65893 -2.00512
9 O 0.57297 1.20949 -2.25569
10 H 0.57523 1.27528 -1.30076
11 H 1.44526 0.88257 -2.47579
12 O -2.08526 -0.48246 2.00636
13 H -2.29748 0.36756 1.62080
14 H -2.19989 -1.10643 1.28960
15 O 0.58229 -2.64814 -0.14453
16 H 0.44443 -1.70186 -0.10254
17 H -0.02889 -2.95012 -0.81647
18 O -0.16474 -1.50477 2.05418
19 H -0.26026 -2.43869 1.86733
20 H 0.06614 -1.11382 1.21151
21 O 2.50750 0.44858 -0.76714
22 H 1.68224 0.03387 -0.51575
23 H 3.14558 -0.26492 -0.76328
24 O -2.52642 -1.59442 0.24545
25 H -2.12202 -0.89188 -0.26362
26 H -2.85481 -2.20834 -0.41144
27 O 1.46862 2.67652 0.73631
28 H 1.60871 3.13790 1.56320
29 H 0.51742 2.59834 0.66328
30 O -0.80207 -1.06025 -2.25000
31 H -0.75954 -0.26339 -2.77860
32 H -0.57323 -0.77413 -1.36569
33 O 1.98567 0.40783 1.82997
34 H 1.49676 0.68682 1.05578
35 H 1.31261 0.13356 2.45288
36 O 0.20268 0.54044 2.89491
37 H -0.22686 -0.09277 2.31979
38 H -0.45028 1.22818 3.02481
39 O 1.47238 -1.21021 -2.42815
40 H 1.03441 -1.08767 -1.58589
41 H 1.98371 -0.41047 -2.55136

Calculated values
- ΔE to the lowest compared entry with this formula, charge and spin (kcal/mol) = 339.4
- total charge = -1
- orbital gap (eV) = 7.74

=====

Formula: C18H18CrN5OS
Source: the OMol25 dataset
Level of theory: ωB97M-V/def2-TZVPD

Positions of all 44 atoms, in Å:
1 Cr -0.01459 0.03628 -0.34668
2 C -0.63289 -1.39196 2.02447
3 N 0.06095 -0.10632 1.70007
4 C -0.61176 1.07486 2.33887
5 C -1.19339 2.05434 1.34493
6 C -1.87061 3.18786 1.74609
7 C -2.37636 4.03819 0.77705
8 C -2.19491 3.73701 -0.56704
9 C -1.50945 2.59139 -0.89799
10 N -1.01897 1.76872 0.04939
11 C 1.52033 -0.16069 2.02668
12 C 2.27168 0.82969 1.17166
13 C 3.43276 1.45193 1.57120
14 C 4.10206 2.26193 0.66284
15 C 3.58537 2.43308 -0.61192
16 C 2.40790 1.79615 -0.94173
17 N 1.76534 1.00720 -0.06611
18 C -1.85638 -1.55046 1.15528
19 C -2.96846 -2.26497 1.53998
20 C -3.99339 -2.44946 0.62120
21 C -3.88028 -1.90710 -0.64957
22 C -2.74905 -1.18574 -0.96332
23 N -1.75644 -1.01300 -0.07743
24 H -0.87641 -1.44675 3.08516
25 H 0.05621 -2.20610 1.79545
26 H 0.11344 1.58813 2.97045
27 H -1.40183 0.71284 2.99654
28 H -2.00077 3.40082 2.80000
29 H -2.91188 4.93248 1.06878
30 H -2.57828 4.37965 -1.34691
31 H -1.33432 2.30399 -1.92818
32 H 1.87518 -1.16270 1.78164
33 H 1.68944 0.00596 3.09016
34 H 3.81591 1.29861 2.57178
35 H 5.02141 2.75520 0.95134
36 H 4.08189 3.05523 -1.34310
37 H 1.95339 1.90749 -1.91762
38 H -3.02904 -2.68188 2.53697
39 H -4.87272 -3.01700 0.89734
40 H -4.65756 -2.03481 -1.38940
41 H -2.61639 -0.72845 -1.93589
42 O 0.02380 0.07736 -2.48405
43 S 0.78258 -1.25440 -2.41548
44 N 0.93145 -1.60552 -0.97752

Calculated values
- ⟨S²⟩ = 3.78
- total charge = +2
- 2S+1 = 4
- orbital gap (spin up / spin down) (eV) = 9.67 / 8.92

=====

Formula: C6H12O
Source: the OMol25 dataset
Level of theory: ωB97M-V/def2-TZVPD

Positions of all 19 atoms, in Å:
1 C 0.90965 -2.38010 1.22813
2 C 0.16832 -1.67066 0.12589
3 C -0.12649 -0.22135 0.37365
4 C -0.91797 0.46615 -0.71060
5 C -1.07632 1.95782 -0.59451
6 C 0.17889 2.27540 -1.27769
7 O 0.89795 2.89079 -0.40057
8 H 1.86409 -1.91760 1.43194
9 H 0.34565 -2.34690 2.14718
10 H 1.11779 -3.42434 1.02382
11 H -0.77181 -2.16947 -0.06668
12 H 0.73517 -1.75238 -0.79001
13 H 0.81665 0.29732 0.51237
14 H -0.65072 -0.13310 1.31990
15 H -1.84278 -0.02464 -0.94860
16 H -1.15766 2.34969 0.40948
17 H -1.88945 2.35201 -1.18864
18 H -0.33072 0.43585 -1.74005
19 H 1.72978 3.01550 -0.85500

Calculated values
- ΔE to the lowest compared entry with this formula, charge and spin (kcal/mol) = 75.8
- total charge = 0
- orbital gap (eV) = 9.50

=====

Formula: C11H18Cl11NP
Source: the OMol25 dataset
Level of theory: ωB97M-V/def2-TZVPD

Positions of all 42 atoms, in Å:
1 C 5.71824 -0.82555 -0.77665
2 P 4.51346 0.38285 -1.32071
3 Cl 4.89771 1.02059 -3.15389
4 C 2.86704 -0.34272 -1.18221
5 C 1.83542 0.46856 -0.76117
6 C 0.55720 -0.08239 -0.60702
7 C 0.47991 -1.43728 -0.90264
8 C 1.59915 -2.13299 -1.35614
9 N 2.82137 -1.63875 -1.51664
10 H 6.69632 -0.53233 -1.15911
11 H 5.74920 -0.76251 0.31282
12 H 5.43734 -1.82265 -1.10673
13 H 4.54908 1.44934 -0.41626
14 H 2.00961 1.51748 -0.55259
15 H -0.28401 0.47344 -0.24376
16 H -0.45462 -1.96778 -0.78299
17 H 1.47804 -3.18290 -1.60236
18 C -1.79547 3.04701 -2.74838
19 Cl -0.67204 2.09149 -1.75002
20 Cl -3.41015 2.99218 -2.05228
21 H -1.45603 4.07576 -2.77560
22 H -1.81408 2.62869 -3.74763
23 C -5.46046 1.19082 1.01714
24 Cl -5.99590 2.66803 0.21216
25 Cl -5.26296 1.42356 2.76198
26 H -6.20096 0.41744 0.85193
27 H -4.50528 0.89568 0.59791
28 C 2.86532 -1.82915 -5.17670
29 Cl 1.52005 -2.20936 -6.25165
30 Cl 4.42803 -2.25414 -5.88627
31 H 2.85534 -0.76349 -4.97486
32 H 2.74308 -2.38788 -4.25588
33 C -4.56199 -1.24166 5.68947
34 Cl -5.16598 -0.13282 6.91989
35 Cl -3.00530 -1.95459 6.15044
36 H -5.27968 -2.04193 5.55487
37 H -4.43253 -0.69448 4.76221
38 C -1.26806 0.61306 4.52385
39 Cl -0.80651 0.36774 2.82776
40 Cl -0.44869 2.00704 5.22511
41 H -2.33835 0.77797 4.56628
42 H -1.00187 -0.27136 5.08630

Calculated values
- ΔE to the lowest compared entry with this formula, charge and spin (kcal/mol) = 0.0
- total charge = +1
- orbital gap (eV) = 8.55

=====

Formula: C23H56O4
Source: the OMol25 dataset
Level of theory: ωB97M-V/def2-TZVPD

Positions of all 83 atoms, in Å:
1 C 4.16431 0.32604 -0.95016
2 O 4.51731 -0.95196 -0.35216
3 C 3.88531 -2.15696 -1.02616
4 C 4.21931 -3.30096 -0.44316
5 O 3.41131 -4.37196 -1.07116
6 C 3.77831 -5.65896 -0.52816
7 H 4.54931 0.41804 -2.02216
8 H 4.55831 1.20504 -0.31916
9 H 3.14231 0.42904 -1.14316
10 H 4.12831 -2.20596 -2.09316
11 H 2.87831 -1.95896 -1.05816
12 H 3.90031 -3.18496 0.65684
13 H 5.41231 -3.65196 -0.33316
14 H 4.51131 -5.85696 -1.09516
15 H 3.21031 -6.54096 -0.95316
16 H 3.71931 -5.68596 0.43684
17 C 1.24831 -2.02896 1.72184
18 O 1.89931 -1.18496 2.60984
19 C 2.02831 0.11404 2.13684
20 C 2.49031 0.93204 3.13684
21 O 2.76331 2.27404 2.64084
22 C 3.38931 3.04304 3.64084
23 H 0.28631 -1.77096 1.67784
24 H 1.30131 -3.10096 2.02484
25 H 1.46431 -1.86296 0.60984
26 H 0.97831 0.46904 1.85484
27 H 2.73731 0.02604 1.18884
28 H 3.33331 0.57804 3.28384
29 H 1.92131 0.79404 3.98484
30 H 4.45731 3.10004 3.54184
31 H 2.97931 2.83304 4.66484
32 H 2.92831 3.89704 3.55584
33 C -1.20469 1.02504 -1.36216
34 C -0.48669 -0.38896 -1.29816
35 C -1.01169 -1.45896 -2.36316
36 C 0.01531 -2.22696 -2.70716
37 C 1.18631 -1.70396 -3.51116
38 H -0.71269 1.95704 -0.91216
39 H -2.39169 0.98304 -1.39316
40 H -1.17069 1.37604 -2.33816
41 H -0.87669 -0.76996 -0.20916
42 H 0.66431 -0.22596 -1.41816
43 H -1.38069 -1.06396 -3.26716
44 H -1.91269 -1.84796 -1.84516
45 H -0.34469 -3.14396 -3.28216
46 H 0.37331 -2.77096 -1.78016
47 H 1.80431 -2.52096 -3.77416
48 H 1.83931 -0.76396 -3.16316
49 H 0.88931 -1.54196 -4.65016
50 C -2.40569 -3.43096 1.93484
51 C -3.67769 -2.86896 1.20384
52 C -3.72769 -1.45896 0.94884
53 C -4.88069 -1.05696 0.21284
54 C -5.09769 0.53704 0.13084
55 H -2.02669 -2.97296 2.71384
56 H -1.55169 -3.60396 1.27084
57 H -2.60669 -4.43996 2.32984
58 H -4.49269 -3.25596 1.90284
59 H -3.93869 -3.58296 0.28584
60 H -2.95069 -1.25996 0.15784
61 H -3.55369 -0.74496 1.74684
62 H -5.65169 -1.65096 0.47684
63 H -4.86869 -1.35196 -0.96816
64 H -5.27769 0.93404 1.19684
65 H -5.97669 0.74204 -0.51216
66 H -4.38669 1.00104 -0.54916
67 C -3.22269 4.88304 -2.03716
68 C -2.93869 5.19204 -0.65016
69 C -1.99569 4.35304 0.26084
70 C -0.77669 4.90804 0.07384
71 C 0.39331 4.04604 0.83984
72 H -2.25569 4.70004 -2.56016
73 H -3.84269 5.62404 -2.56216
74 H -3.94269 3.95104 -1.98016
75 H -3.90969 5.17204 -0.07816
76 H -2.64169 6.00004 -0.45216
77 H -2.10869 3.27604 -0.24316
78 H -2.21069 4.52804 1.38384
79 H -0.49469 5.88904 0.41484
80 H -0.38469 4.53904 -0.93716
81 H 1.45331 4.16204 0.33784
82 H 0.18731 2.98204 1.02984
83 H 0.29131 4.38404 1.97084

Calculated values
- SMILES = COCCOC.COCCOC.CCCCC.CCCCC.CCCCC
- total charge = 0
- orbital gap (eV) = 10.40

=====

Formula: H10NaO5
Source: the OMol25 dataset
Level of theory: ωB97M-V/def2-TZVPD

Positions of all 16 atoms, in Å:
1 Na -0.02155 -0.15642 -0.10419
2 O 0.76352 -2.17983 -1.28846
3 H 0.82809 -3.14356 -1.28044
4 H 0.68163 -1.93642 -2.21924
5 O 2.10169 1.06296 0.15071
6 H 2.83408 1.01221 -0.47755
7 H 2.38888 1.68524 0.82986
8 O 0.14283 -1.00021 2.42322
9 H 0.31247 -0.63018 3.29891
10 H -0.80506 -1.19557 2.42900
11 O -1.27864 1.56112 1.04639
12 H -2.11526 1.79881 0.62211
13 H -1.23485 2.11707 1.83487
14 O -1.38309 0.24511 -2.06736
15 H -1.80497 1.07127 -2.34106
16 H -1.40978 -0.31159 -2.85676

Calculated values
- ΔE to the lowest compared entry with this formula, charge and spin (kcal/mol) = 4.1
- total charge = +1
- orbital gap (eV) = 11.98

=====

Formula: C5H6NO
Source: the OMol25 dataset
Level of theory: ωB97M-V/def2-TZVPD

Positions of all 13 atoms, in Å:
1 C -1.93342 -0.03873 0.95851
2 C -0.82185 -0.49449 0.38326
3 C 0.41269 -1.33543 0.38477
4 C 0.11468 -0.32815 -0.70638
5 C 0.83133 0.97736 -0.75792
6 N 2.11978 1.08667 -0.67772
7 O 2.71640 2.24048 -0.70242
8 H -2.28102 -0.33638 1.98674
9 H -2.51765 0.80067 0.56073
10 H 0.30806 -2.41631 0.05705
11 H 1.33388 -1.08747 1.03195
12 H -0.21956 -0.74651 -1.61928
13 H -0.06332 1.67829 -0.89928

Calculated values
- ΔE to the lowest compared entry with this formula, charge and spin (kcal/mol) = 34.1
- SMILES = C=C1C[C@@H]1/C=N/[O-]
- total charge = -1
- orbital gap (eV) = 6.23

=====

Formula: C20H43CoN2OP3S
Source: the OMol25 dataset
Level of theory: ωB97M-V/def2-TZVPD

Positions of all 71 atoms, in Å:
1 Co 0.54658 -0.04572 0.64830
2 P 1.87127 -0.82571 2.01991
3 P 1.41929 1.80658 0.05665
4 P -0.49791 -1.67719 -0.05107
5 H 1.17081 2.41560 -5.03324
6 C 0.13695 2.10378 -5.15731
7 C -0.89194 2.95980 -5.13580
8 H -0.80000 4.02877 -4.92862
9 C 3.21205 -1.67771 1.12916
10 C 2.77371 0.33134 3.12556
11 C 1.27431 -1.98350 3.30758
12 C 0.71913 2.98855 -1.19703
13 C 1.44998 2.90231 1.57525
14 C 3.24262 1.64470 -0.30205
15 C -2.05403 -1.38546 -0.95305
16 C -1.14447 -2.91770 1.13775
17 C 0.52731 -2.74596 -1.10054
18 H -0.00343 1.10088 -5.58148
19 H -1.91182 2.75740 -5.57891
20 H 3.99815 -1.96984 1.84199
21 H 3.64125 -1.00966 0.37147
22 H 2.82638 -2.55780 0.60583
23 H 3.61976 -0.19818 3.60039
24 H 2.07950 0.69621 3.90077
25 H 3.15537 1.19664 2.56645
26 H 1.90715 -2.88467 3.32827
27 H 0.24343 -2.30081 3.11260
28 H 1.27778 -1.48819 4.29083
29 H 1.11830 3.97499 -0.89411
30 H -0.39337 3.05976 -1.13536
31 H 1.04697 2.79205 -2.23153
32 H 2.30580 3.58168 1.45605
33 H 1.54557 2.38301 2.53963
34 H 0.51598 3.47790 1.57856
35 H 3.55140 2.62031 -0.70528
36 H 3.38519 0.87257 -1.07449
37 H 3.87953 1.42108 0.57418
38 H -2.81511 -2.14179 -0.70863
39 H -1.87950 -1.37562 -2.03338
40 H -2.42635 -0.39778 -0.65882
41 H -1.90456 -3.52601 0.63535
42 H -1.61486 -2.46770 2.02011
43 H -0.32385 -3.56568 1.44781
44 H -0.08131 -3.29727 -1.82272
45 H 1.06064 -3.45402 -0.45972
46 H 1.26718 -2.15480 -1.64293
47 C -1.79315 1.02419 -3.28895
48 C -0.50051 0.43310 -3.17769
49 C -0.18555 -0.71681 -3.91338
50 C -1.18719 -1.49231 -4.50504
51 C -2.45350 -0.90091 -4.60230
52 C -2.77080 0.29416 -3.96291
53 O -2.10989 2.30776 -2.93811
54 H -1.33266 2.86827 -3.01421
55 H 0.29729 0.97026 -2.68476
56 H 0.85374 -0.97798 -4.12872
57 H -0.92066 -2.45059 -4.96557
58 H -3.21643 -1.37798 -5.19972
59 H -3.77436 0.69967 -4.06381
60 S -1.28583 0.85471 1.58689
61 C -1.59437 0.14486 3.13697
62 N -0.95483 0.45455 4.28152
63 C -1.50887 -0.25681 5.42786
64 C -2.68017 -1.03312 4.81998
65 N -2.53544 -0.79506 3.38315
66 H -0.19807 1.13796 4.34822
67 H -1.84690 0.45678 6.19688
68 H -0.77107 -0.94703 5.87754
69 H -3.65396 -0.65654 5.16953
70 H -2.63203 -2.10864 5.03402
71 H -3.27161 -0.99966 2.69820

Calculated values
- ΔE to the lowest compared entry with this formula, charge and spin (kcal/mol) = 0.0
- ⟨S²⟩ = 6.04
- total charge = +3
- 2S+1 = 5
- orbital gap (spin up / spin down) (eV) = 8.57 / 5.50